71
Properties=species:S:1:pos:R:3:lowdin_charge:R:1 method="wB97M-V/def2-TZVPD" spin_multiplicity=2 homo_ev="-5.4 / -7.8" lumo_energy_ev="0.6 / 0.4" homo_lumo_gap_ev="6.06 / 8.18"
Hg -1.34675 0.76712 -0.33703 0.918
S -2.55583 -1.49708 3.67235 0.995
P 2.37845 0.12850 0.04955 0.744
O 1.84902 0.37919 -1.31781 -0.364
N -0.84271 0.53451 -3.20029 -0.052
N -3.93998 2.26978 -1.46461 -0.031
N -2.80676 -1.74669 -0.30806 0.072
C 6.15313 -1.29788 -0.38987 -0.077
C -3.18331 -2.60447 -1.25007 -0.152
C -1.42954 1.31356 -4.28794 -0.281
C -3.52916 2.73314 -3.83770 -0.222
C 1.76915 -3.18627 2.37849 -0.072
C -1.84087 -0.00206 4.07914 -0.437
C 2.29263 -2.00033 1.89129 -0.085
C 1.75119 2.44898 3.38467 -0.086
C 0.24652 -3.28086 0.51777 -0.074
C 2.09340 1.37454 2.57855 -0.080
C 1.46204 2.63471 0.62721 -0.114
C 1.12036 3.71126 1.43580 -0.078
C -2.99690 -2.06721 0.97620 -0.320
C 1.95391 1.46321 1.19664 -0.302
C -3.76070 -3.83443 -0.98078 -0.078
C 4.98499 0.98721 0.67065 -0.068
C 0.74122 -3.82264 1.69230 -0.072
C 4.17945 -0.02075 0.15101 -0.264
C 0.75501 -2.08018 0.04061 -0.089
C -3.96000 -4.17268 0.35058 -0.073
C 4.77549 -1.16469 -0.38211 -0.075
C 1.77110 -1.42824 0.73167 -0.277
C 6.36759 0.85253 0.66465 -0.078
C -3.57983 -3.28569 1.33855 -0.047
C -3.26008 3.16388 -2.40205 -0.317
C 1.26619 3.61816 2.81110 -0.089
C -1.57051 0.74590 2.97234 -0.246
C 6.95040 -0.28789 0.13549 -0.084
C -2.96449 1.36136 -4.20767 -0.208
C -2.52282 -1.09545 1.97932 -0.548
C -1.96299 0.12384 1.74811 -0.343
H -0.54338 -3.78376 -0.02550 0.101
H 6.60752 -2.18864 -0.80365 0.104
H -3.11671 3.48180 -4.52059 0.109
H 3.12640 -1.53486 2.40400 0.104
H -2.18558 3.11898 -2.19531 0.072
H -0.98204 -0.45951 -3.33712 0.061
H 1.85598 2.37148 4.45895 0.105
H 2.17035 -3.62184 3.28423 0.104
H 0.33271 -4.75008 2.07366 0.105
H -3.00823 -2.29151 -2.27477 0.100
H -3.72561 -3.53442 2.38133 0.085
H -3.96181 2.65265 -0.52783 0.055
H -4.61358 2.74363 -3.99668 0.105
H 0.99572 4.45578 3.44171 0.104
H 2.45653 0.46530 3.03959 0.097
H -1.10498 1.72196 3.02735 0.076
H -3.56843 4.20973 -2.28217 0.102
H 0.37988 -1.64493 -0.87717 0.078
H -4.40861 -5.12126 0.61771 0.106
H -4.90186 2.11669 -1.74642 0.067
H -1.65414 0.24550 5.11261 0.058
H -3.30090 0.62312 -3.47563 0.093
H 8.02777 -0.39269 0.13050 0.103
H 0.15130 0.69083 -3.07489 0.036
H -3.38213 1.06615 -5.17315 0.100
H -1.14068 0.93526 -5.27643 0.101
H -1.01494 2.32266 -4.21864 0.108
H 1.33593 2.68049 -0.44676 0.091
H 6.98704 1.64058 1.07253 0.104
H -4.04472 -4.49741 -1.78600 0.098
H 0.73291 4.61771 0.98880 0.104
H 4.53505 1.88043 1.08533 0.104
H 4.15521 -1.95571 -0.78766 0.114

19
Properties=species:S:1:pos:R:3:lowdin_charge:R:1 method="wB97M-V/def2-TZVPD" spin_multiplicity=1 homo_ev=-8.1 lumo_energy_ev=0.9 homo_lumo_gap_ev=9.04 smiles=CSC1CCCC1
S 0.35657 0.77616 -2.12569 0.806
C -0.74549 -0.21725 -0.97789 -0.582
C -1.37001 0.75576 -0.12042 -0.322
C -1.05602 0.24712 1.21783 -0.167
C -0.05469 -1.02379 1.03139 -0.191
C -0.09985 -1.58470 -0.36349 -0.148
C 1.86153 0.95386 -1.18482 -0.429
H 1.51856 1.48689 -0.32022 0.009
H -2.33322 0.74577 -0.71212 0.129
H 2.37952 0.01317 -0.89619 0.047
H -0.21363 -1.76367 1.83932 0.104
H -0.72004 -2.42525 -0.68588 0.107
H 1.01894 -0.60195 1.03297 0.114
H 2.36262 1.74258 -1.80522 0.046
H -1.00688 1.85101 -0.40294 0.122
H -0.37899 0.98244 1.74509 0.120
H -1.63920 -0.49911 -1.43153 0.063
H 0.89654 -1.66653 -0.74872 0.070
H -1.87632 -0.15831 1.81621 0.102

49
Properties=species:S:1:pos:R:3:lowdin_charge:R:1 method="wB97M-V/def2-TZVPD" charge=+2 spin_multiplicity=1 homo_ev=-14.7 lumo_energy_ev=-8.0 homo_lumo_gap_ev=6.68
I 2.23972 3.44141 1.66015 0.742
P -0.22024 1.06751 -2.07776 0.797
P 0.51287 -1.32515 1.88452 0.799
Al -0.12108 -0.30259 -0.15225 0.352
O 5.13846 3.65460 1.24202 0.015
O 1.60302 -2.58849 -1.89640 0.232
C 0.22686 0.31350 -3.68545 -0.212
C -3.90744 -1.96741 -1.33104 -0.065
C 4.26193 4.28241 1.78530 -0.798
C 1.02436 -1.79949 -1.28184 0.025
C -2.39746 -1.95579 -1.11383 -0.510
C 4.42822 5.58844 2.54045 -0.076
C 1.26311 -2.99601 1.82000 -0.208
C -1.96521 1.56443 -2.41247 -0.204
C -1.91222 -3.33402 -0.64480 -0.065
C 1.59940 -0.38868 3.00450 -0.247
C -2.06886 -0.83343 -0.10191 -0.260
C -0.97471 -1.65464 2.92578 -0.210
C 0.66201 2.65699 -2.04561 -0.244
H -2.24477 -4.10900 -1.35487 0.104
H -2.39768 -1.15505 0.89361 0.047
H -2.58612 0.68143 -2.62942 0.055
H -2.32799 -3.58054 0.34527 0.095
H -0.03276 1.02304 -4.48816 0.083
H -0.81883 -3.39862 -0.58468 0.034
H -4.20865 -2.74814 -2.02929 0.091
H 3.82736 6.37920 2.07058 0.092
H -1.53135 -0.71857 3.06284 0.069
H -0.32954 -0.62534 -3.82332 0.061
H 2.25285 -2.93950 1.35042 0.064
H 0.63301 -3.67616 1.22933 0.053
H -2.37141 2.08520 -1.53563 0.069
H -1.97102 2.23980 -3.28533 0.081
H -0.65432 -2.03395 3.90951 0.080
H -1.63111 -2.39522 2.44274 0.053
H -1.90184 -1.73908 -2.08103 0.109
H 2.61047 -0.33442 2.58367 0.063
H -4.41437 -2.13831 -0.37096 0.102
H 1.22273 0.63516 3.13115 0.019
H 1.30165 0.09477 -3.70572 0.064
H 0.43237 3.19737 -1.11650 0.020
H -2.68929 0.04971 -0.31767 0.056
H 1.35761 -3.38293 2.84734 0.084
H 1.63231 -0.90022 3.97631 0.074
H -4.24276 -0.99854 -1.72893 0.082
H 1.74328 2.48101 -2.08892 0.064
H 0.34441 3.24666 -2.91712 0.075
H 5.49710 5.86796 2.51150 0.105
H 4.10592 5.46869 3.58392 0.092

no.,E (eV)
1,-63499.0433
2,-17248.8591
3,-51323.8598